# 1
{
  "formula": "C4H6",
  "method": "ωB97M-V with the def2-TZVPD basis set",
  "homo_lumo_gap_ev": 10.10,
  "smiles": "CC#CC",
  "charge": 0,
  "e_homo_ev": -9.2,
  "symbols": ["C", "C", "C", "C", "H", "H", "H", "H", "H", "H"],
  "positions_angstrom": [[-1.983, -0.093, -0.117], [-0.550, -0.293, -0.199], [0.563, 0.026, 0.135], [1.997, 0.138, 0.113], [-2.520, -0.227, -1.055], [-2.087, 0.940, 0.224], [-2.380, -0.766, 0.643], [2.539, 0.254, 1.052], [2.304, 0.922, -0.596], [2.117, -0.900, -0.201]],
  "nbo_charge": [-0.674, -0.031, -0.011, -0.689, 0.225, 0.230, 0.230, 0.231, 0.234, 0.255]
}

***

# 2
{
  "formula": "C4H6",
  "method": "ωB97M-V with the def2-TZVPD basis set",
  "homo_lumo_gap_ev": [7.70, 7.71],
  "charge": 0,
  "e_homo_ev": [-7.8, -7.8],
  "symbols": ["C", "C", "C", "C", "H", "H", "H", "H", "H", "H"],
  "positions_angstrom": [[-1.062, 0.946, -0.029], [-0.329, -0.241, 0.516], [0.953, -0.609, 0.143], [2.198, -0.436, -0.211], [-1.917, 0.654, -0.649], [-0.398, 1.578, -0.623], [-1.467, 1.534, 0.806], [-0.879, -0.893, 1.194], [0.333, -1.563, -0.138], [2.625, -1.025, -1.024]],
  "nbo_charge": [-0.660, -0.108, -0.417, -0.234, 0.230, 0.231, 0.235, 0.208, 0.339, 0.176]
}

***

# 3
{
  "formula": "C4H6",
  "method": "ωB97M-V with the def2-TZVPD basis set",
  "homo_lumo_gap_ev": 10.57,
  "charge": 0,
  "e_homo_ev": -9.3,
  "symbols": ["C", "C", "C", "C", "H", "H", "H", "H", "H", "H"],
  "positions_angstrom": [[-0.385, -0.838, -0.682], [0.118, 0.338, -1.055], [-0.152, -0.576, 0.760], [0.265, 0.877, 0.326], [-0.655, -1.742, -1.224], [0.360, 0.798, -2.006], [-1.045, -0.723, 1.491], [0.727, -1.179, 1.205], [1.291, 1.262, 0.739], [-0.524, 1.782, 0.445]],
  "nbo_charge": [-0.202, -0.186, -0.422, -0.429, 0.207, 0.201, 0.202, 0.209, 0.209, 0.210]
}

***

# 4
{
  "formula": "C4H6AgFO4",
  "method": "ωB97M-V with the def2-TZVPD basis set",
  "homo_lumo_gap_ev": [4.60, 4.99],
  "spin_multiplicity": 3,
  "charge": 0,
  "e_homo_ev": [-4.7, -9.0],
  "symbols": ["C", "O", "H", "H", "H", "C", "O", "C", "C", "O", "O", "F", "H", "H", "H", "Ag"],
  "positions_angstrom": [[1.541, -2.471, 0.384], [1.636, -1.402, -0.486], [0.536, -2.556, 0.856], [1.746, -3.433, -0.131], [2.260, -2.391, 1.235], [-1.317, 1.956, 0.122], [-1.763, 0.714, -0.140], [-0.774, -0.111, -0.723], [0.584, 0.328, -0.179], [-0.056, 2.048, 0.203], [-2.162, 2.798, 0.461], [-0.842, 0.089, -2.079], [-1.018, -1.154, -0.503], [0.675, 0.118, 0.896], [1.211, 0.751, -0.970], [-2.257, 4.715, 1.051]],
  "nbo_charge": [-0.344, -0.216, 0.173, 0.247, 0.252, 0.986, -0.489, 0.403, -0.081, -0.561, -0.742, -0.338, 0.178, 0.252, 0.276, 0.004]
}

***

# 5
{
  "formula": "C4H6AgO",
  "method": "ωB97M-V with the def2-TZVPD basis set",
  "homo_lumo_gap_ev": [9.27, 6.36],
  "spin_multiplicity": 2,
  "charge": 2,
  "e_homo_ev": [-19.9, -19.8],
  "symbols": ["C", "C", "C", "C", "O", "Ag", "H", "H", "H", "H", "H", "H"],
  "positions_angstrom": [[-1.361, 0.970, 0.082], [-1.182, -0.409, 0.519], [0.006, -1.058, 0.226], [1.035, -0.307, -0.446], [2.179, -0.142, 0.089], [3.915, 0.594, -0.213], [-1.304, 1.663, 0.931], [-2.311, 1.102, -0.452], [-2.083, -1.028, 0.524], [0.281, -1.969, 0.759], [1.001, -0.555, -1.531], [-0.175, 1.139, -0.489]],
  "nbo_charge": [-0.622, 0.159, 0.012, 0.315, -0.607, 1.007, 0.349, 0.332, 0.286, 0.304, 0.242, 0.223]
}

***

# 6
{
  "formula": "C4H6AgO2",
  "method": "ωB97M-V with the def2-TZVPD basis set",
  "homo_lumo_gap_ev": [4.90, 8.84],
  "spin_multiplicity": 2,
  "charge": 0,
  "e_homo_ev": [-5.7, -9.3],
  "symbols": ["O", "C", "Ag", "O", "C", "H", "C", "H", "H", "H", "C", "H", "H"],
  "positions_angstrom": [[0.895, -0.857, 0.270], [-0.295, -0.276, 0.454], [-2.910, 0.349, 0.864], [-0.604, 0.661, -0.435], [1.793, -0.497, -0.734], [2.558, 0.215, -0.417], [2.151, -1.631, -1.626], [2.671, -2.436, -1.077], [1.254, -2.064, -2.093], [2.827, -1.280, -2.417], [0.151, 1.017, -1.649], [0.014, 0.203, -2.380], [-0.319, 1.968, -1.945]],
  "nbo_charge": [-0.535, 0.484, -0.014, -0.557, 0.213, 0.195, -0.704, 0.246, 0.231, 0.235, -0.163, 0.162, 0.208]
}

***

# 7
{
  "formula": "C4H6AlO4",
  "method": "ωB97M-V with the def2-TZVPD basis set",
  "homo_lumo_gap_ev": [5.92, 3.25],
  "spin_multiplicity": 2,
  "charge": 0,
  "e_homo_ev": [-7.3, -7.3],
  "symbols": ["Al", "C", "C", "O", "O", "H", "H", "H", "C", "C", "O", "O", "H", "H", "H"],
  "positions_angstrom": [[-8.318, -7.468, -0.297], [-6.861, -3.040, 1.184], [-7.957, -4.012, 1.561], [-8.195, -4.015, 2.789], [-8.645, -4.721, 0.779], [-6.994, -2.813, 0.127], [-5.827, -3.370, 1.291], [-7.029, -2.130, 1.760], [-12.461, -7.612, -2.033], [-11.549, -6.456, -1.970], [-10.344, -6.596, -2.313], [-11.934, -5.369, -1.428], [-12.089, -8.410, -2.675], [-13.384, -7.256, -2.490], [-12.839, -7.895, -1.050]],
  "nbo_charge": [0.917, -0.739, 0.733, -0.160, -0.594, 0.264, 0.254, 0.250, -0.739, 0.741, -0.859, -0.731, 0.208, 0.230, 0.225]
}

***

# 8
{
  "formula": "C4H6B4CdF19O2",
  "method": "ωB97M-V with the def2-TZVPD basis set",
  "homo_lumo_gap_ev": 7.82,
  "charge": -3,
  "e_homo_ev": -0.9,
  "symbols": ["Cd", "C", "O", "O", "C", "F", "F", "F", "C", "C", "H", "H", "H", "H", "H", "H", "B", "F", "F", "F", "F", "B", "F", "F", "F", "F", "B", "F", "F", "F", "F", "B", "F", "F", "F", "F"],
  "positions_angstrom": [[-0.196, -0.867, 0.012], [1.701, 1.137, -0.813], [0.379, 1.489, -0.344], [1.650, -0.181, -0.925], [2.025, 1.918, -2.127], [3.231, 1.528, -2.601], [1.126, 1.756, -3.092], [2.141, 3.268, -1.922], [0.093, 2.815, 0.070], [-1.077, 3.374, -0.753], [-0.826, 3.435, -1.818], [-1.887, 2.646, -0.697], [-1.389, 4.369, -0.429], [0.866, 3.574, 0.191], [-0.304, 2.654, 1.081], [2.423, 1.458, -0.037], [-1.601, -1.784, -2.691], [-1.578, -0.699, -1.737], [-1.692, -1.276, -3.988], [-0.446, -2.538, -2.505], [-2.743, -2.572, -2.386], [0.548, -0.007, 3.189], [-0.109, 1.232, 3.075], [-0.225, -0.859, 3.984], [0.816, -0.572, 1.901], [1.805, 0.204, 3.809], [1.557, -3.965, 1.004], [0.826, -2.898, 0.446], [0.730, -5.111, 1.062], [2.718, -4.194, 0.237], [2.014, -3.686, 2.326], [-2.541, -1.133, 1.327], [-2.985, -0.917, 2.613], [-1.964, 0.050, 0.751], [-1.460, -2.060, 1.218], [-3.623, -1.586, 0.570]],
  "nbo_charge": [1.795, 0.330, -0.592, -0.907, 0.916, -0.346, -0.319, -0.372, -0.088, -0.631, 0.195, 0.232, 0.174, 0.165, 0.209, 0.114, 1.349, -0.604, -0.577, -0.561, -0.578, 1.360, -0.583, -0.565, -0.598, -0.588, 1.367, -0.592, -0.586, -0.587, -0.584, 1.339, -0.552, -0.597, -0.576, -0.562]
}

***

# 9
{
  "formula": "C4H6BNO2S",
  "method": "ωB97M-V with the def2-TZVPD basis set",
  "homo_lumo_gap_ev": 8.22,
  "charge": 0,
  "e_homo_ev": -8.0,
  "symbols": ["B", "C", "C", "C", "C", "N", "O", "O", "S", "H", "H", "H", "H", "H", "H"],
  "positions_angstrom": [[-2.312, 0.463, -2.019], [-0.181, -0.427, -0.823], [-1.002, 2.116, 1.210], [0.639, 0.272, -0.032], [1.817, -0.310, 0.696], [-1.391, -0.021, -1.327], [-3.210, 1.241, -2.636], [-1.456, 0.997, 1.726], [0.360, 2.018, 0.135], [0.046, -1.450, -1.084], [1.947, -1.343, 0.459], [2.588, 0.239, 0.116], [1.846, -0.062, 1.749], [-3.306, 2.067, -2.152], [-2.129, 1.295, 2.425]],
  "nbo_charge": [1.130, 0.020, -0.017, -0.237, -0.631, -0.882, -0.885, -0.668, 0.288, 0.192, 0.218, 0.216, 0.227, 0.518, 0.510]
}

***

# 10
{
  "formula": "C4H6Br2HgNO2P",
  "method": "ωB97M-V with the def2-TZVPD basis set",
  "homo_lumo_gap_ev": 3.18,
  "charge": 2,
  "e_homo_ev": -16.1,
  "symbols": ["O", "C", "N", "C", "C", "Br", "C", "P", "O", "Br", "H", "H", "H", "H", "H", "H", "Hg"],
  "positions_angstrom": [[0.306, -2.164, 1.650], [0.495, -1.136, 1.087], [1.763, -0.464, 0.924], [1.576, 0.611, -0.016], [0.419, 0.184, -0.819], [-0.198, 1.402, -2.129], [-0.504, -0.228, 0.352], [-2.195, -0.881, 0.089], [-2.939, 0.212, -0.753], [-2.045, -2.612, -1.161], [2.404, -1.161, 0.542], [2.451, 0.959, -0.520], [1.129, 1.477, 0.693], [0.759, -0.731, -1.273], [-0.638, 0.588, 1.055], [-3.508, 0.764, -0.201], [0.726, 3.181, 0.479]],
  "nbo_charge": [-0.406, 0.672, -0.554, -0.177, -0.332, 0.253, -0.710, 1.348, -0.941, 0.055, 0.437, 0.283, 0.062, 0.285, 0.264, 0.546, 0.915]
}

***

# 11
{
  "formula": "C4H6Br2N2",
  "method": "ωB97M-V with the def2-TZVPD basis set",
  "homo_lumo_gap_ev": [7.30, 7.30],
  "smiles": "CC1=CN(Br)CN1Br",
  "charge": 0,
  "e_homo_ev": [-8.1, -8.1],
  "symbols": ["C", "C", "C", "N", "Br", "C", "N", "Br", "H", "H", "H", "H", "H", "H"],
  "positions_angstrom": [[-1.212, 1.500, -0.739], [-0.325, 0.523, -0.099], [-0.301, 0.056, 1.140], [0.669, -0.780, 1.497], [-0.051, -2.524, 2.300], [1.435, -1.048, 0.229], [0.797, 0.092, -0.769], [0.427, -0.577, -2.609], [-0.771, 1.506, -1.787], [-1.318, 2.530, -0.300], [-2.159, 0.986, -0.835], [-0.975, 0.518, 1.880], [2.522, -0.778, 0.200], [1.262, -2.005, -0.109]],
  "nbo_charge": [-0.667, 0.126, -0.084, -0.375, 0.019, -0.056, -0.408, 0.074, 0.242, 0.247, 0.238, 0.214, 0.221, 0.209]
}

***

# 12
{
  "formula": "C4H6Br4",
  "method": "ωB97M-V with the def2-TZVPD basis set",
  "homo_lumo_gap_ev": [8.47, 6.53],
  "charge": 0,
  "e_homo_ev": [-8.4, -7.6],
  "symbols": ["C", "C", "C", "C", "Br", "Br", "Br", "Br", "H", "H", "H", "H", "H", "H"],
  "positions_angstrom": [[-1.009, 0.221, 1.471], [-1.066, -0.262, -1.047], [-0.625, 0.606, 0.103], [2.056, -0.267, -0.387], [-0.153, 2.348, -0.447], [2.465, -0.983, 1.388], [3.036, 1.205, -0.815], [1.882, -1.712, -1.563], [-1.933, -0.427, 1.290], [-1.125, 1.050, 2.189], [-0.216, -0.407, 1.867], [-1.271, -1.377, -0.798], [-0.161, -0.363, -1.799], [-1.879, 0.370, -1.452]],
  "nbo_charge": [-0.722, -0.735, 0.056, -0.518, 0.092, 0.053, 0.196, 0.137, 0.231, 0.241, 0.253, 0.237, 0.243, 0.238]
}

***

# 13
{
  "formula": "C4H6Br6Cl2",
  "method": "ωB97M-V with the def2-TZVPD basis set",
  "homo_lumo_gap_ev": 10.08,
  "charge": 0,
  "e_homo_ev": -10.1,
  "symbols": ["Cl", "C", "C", "Cl", "H", "H", "H", "H", "C", "Br", "Br", "Br", "H", "C", "Br", "Br", "Br", "H"],
  "positions_angstrom": [[1.795, 11.679, 4.574], [3.541, 11.702, 4.269], [3.577, 11.721, 2.763], [5.253, 11.757, 2.179], [3.886, 10.725, 4.654], [4.014, 12.577, 4.692], [3.107, 12.653, 2.481], [3.013, 10.859, 2.385], [3.552, 16.055, 4.129], [5.168, 15.036, 4.240], [2.294, 15.285, 5.351], [2.819, 15.946, 2.372], [3.739, 17.078, 4.386], [3.437, 7.153, 3.201], [1.911, 8.294, 2.829], [4.971, 8.276, 2.861], [3.421, 5.702, 1.892], [3.411, 6.756, 4.212]],
  "nbo_charge": [-0.068, -0.389, -0.402, -0.066, 0.224, 0.230, 0.220, 0.234, -0.503, 0.095, 0.094, 0.096, 0.229, -0.478, 0.080, 0.094, 0.075, 0.234]
}

***

# 14
{
  "formula": "C4H6BrClO",
  "method": "ωB97M-V with the def2-TZVPD basis set",
  "homo_lumo_gap_ev": [8.30, 5.69],
  "charge": 0,
  "e_homo_ev": [-10.2, -8.9],
  "symbols": ["C", "C", "C", "C", "O", "Cl", "Br", "H", "H", "H", "H", "H", "H"],
  "positions_angstrom": [[-0.476, -0.973, 1.300], [0.481, 0.127, 1.690], [-0.574, -0.465, -1.448], [-0.830, -1.209, -0.161], [-0.967, -1.760, 2.102], [-1.711, -2.634, -0.497], [-3.281, 0.643, 0.158], [0.097, 1.027, 1.211], [1.456, -0.108, 1.317], [0.411, 0.322, 2.752], [0.415, -0.985, -1.857], [-1.263, -0.741, -2.206], [-0.529, 0.601, -1.368]],
  "nbo_charge": [0.462, -0.702, -0.693, 0.085, -0.482, 0.123, -0.264, 0.238, 0.237, 0.253, 0.236, 0.255, 0.252]
}

***

# 15
{
  "formula": "C4H6BrF",
  "method": "ωB97M-V with the def2-TZVPD basis set",
  "homo_lumo_gap_ev": 8.90,
  "charge": 0,
  "e_homo_ev": -9.7,
  "symbols": ["C", "C", "C", "C", "F", "Br", "H", "H", "H", "H", "H", "H"],
  "positions_angstrom": [[0.671, 0.850, -0.290], [-0.445, 0.163, -0.070], [1.572, 3.055, -1.637], [-0.463, -0.946, 0.919], [2.088, 3.677, -0.564], [3.000, 2.779, -2.832], [0.618, 1.747, -0.945], [1.716, 0.635, 0.312], [-1.407, 0.441, -0.545], [-0.849, -1.924, 0.515], [-1.171, -0.815, 1.724], [0.570, -1.032, 1.154]],
  "nbo_charge": [-0.410, -0.174, 0.288, -0.647, -0.341, 0.050, 0.195, 0.190, 0.202, 0.213, 0.221, 0.214]
}

***

# 16
{
  "formula": "C4H6BrN",
  "method": "ωB97M-V with the def2-TZVPD basis set",
  "homo_lumo_gap_ev": [6.31, 6.88],
  "spin_multiplicity": 3,
  "charge": 0,
  "e_homo_ev": [-5.7, -11.3],
  "symbols": ["C", "C", "C", "C", "N", "Br", "H", "H", "H", "H", "H", "H"],
  "positions_angstrom": [[-1.271, -0.995, -0.512], [0.246, 0.988, -0.929], [0.715, -0.638, 0.980], [-0.323, 0.091, 0.150], [-1.956, -1.770, -0.990], [-1.516, 1.147, 1.338], [0.881, 1.750, -0.474], [0.845, 0.400, -1.626], [-0.551, 1.483, -1.482], [1.397, 0.080, 1.438], [1.290, -1.314, 0.342], [0.242, -1.222, 1.766]],
  "nbo_charge": [0.240, -0.637, -0.637, -0.328, -0.360, 0.383, 0.216, 0.234, 0.220, 0.216, 0.235, 0.219]
}

***

# 17
{
  "formula": "C4H6BrN",
  "method": "ωB97M-V with the def2-TZVPD basis set",
  "homo_lumo_gap_ev": [5.90, 7.11],
  "spin_multiplicity": 3,
  "charge": 0,
  "e_homo_ev": [-5.0, -9.9],
  "symbols": ["C", "C", "C", "C", "N", "Br", "H", "H", "H", "H", "H", "H"],
  "positions_angstrom": [[-0.364, -0.638, -0.481], [0.642, 0.445, -0.222], [-0.989, -1.754, 0.230], [0.553, 1.858, 0.243], [-0.185, -0.057, -1.582], [2.473, -0.220, -0.459], [-1.587, -1.351, 1.028], [-0.354, -2.488, 0.700], [-1.733, -2.305, -0.507], [-0.453, 2.023, 0.368], [1.015, 2.439, -0.498], [0.980, 2.048, 1.181]],
  "nbo_charge": [-0.027, 0.192, -0.642, -0.683, -0.283, 0.025, 0.222, 0.222, 0.248, 0.235, 0.250, 0.243]
}